1.
DFT (wB97M-V/def2-TZVPD) results for a gas-phase ion, C5H9N4 (charge +1) at a distorted geometry.

Output
highest occupied orbital energy: -14.544 eV
E_LUMO: -0.2039 hartree
Kohn-Sham gap: 9.00 eV
total charge: +1
SMILES: CN([N+]#N)C1=NCCC1

Cartesian coordinates (Å):
1 H -1.11419 -2.29663 -1.18478
2 N 2.35153 -0.26557 0.19097
3 C 0.27803 -0.00698 -0.22811
4 C -0.98126 -1.89248 -0.11608
5 H 1.73815 2.36811 0.94858
6 H -1.59168 0.72165 -1.17234
7 H -2.87560 -0.86786 -0.07771
8 H -0.98933 -2.77892 0.58550
9 H -1.19665 1.33715 0.48125
10 N 1.45543 0.60693 -0.09976
11 C -1.88506 -0.76437 0.34520
12 H 0.86623 2.47914 -0.44735
13 N 2.40087 -1.39126 0.23060
14 H -2.10888 -0.92385 1.39650
15 C -1.12025 0.47098 -0.13523
16 C 1.71499 2.00797 -0.02847
17 N 0.31805 -1.28592 -0.20678
18 H 2.73962 2.48191 -0.48198

***

2.
DFT (wB97M-V/def2-TZVPD) results for a gas-phase ion, C5H9N4 (charge +1) at a distorted geometry.

Output
highest occupied orbital energy (spin up / spin down): -11.401 / -11.403 eV
E_LUMO (spin up / spin down): -0.1558 / -0.1557 hartree
Kohn-Sham gap (spin up / spin down): 7.16 / 7.17 eV
total charge: +1

Cartesian coordinates (Å):
1 H 1.84751 1.65678 -0.90163
2 N 1.14539 1.16079 -0.40565
3 H 1.50784 -1.61941 1.36486
4 C 0.29212 -1.71435 -0.05713
5 C 1.77225 0.23067 0.37705
6 N -1.88084 -0.63491 -0.14726
7 N -1.06536 1.37719 0.42309
8 H -1.03696 -1.43951 -1.84566
9 H -1.41402 2.29687 0.54920
10 C -0.84873 -1.06557 -0.81900
11 C -1.96444 0.42733 0.56967
12 H -0.21897 -2.62388 0.41167
13 H -0.34845 2.39571 -1.09957
14 C -0.14160 1.43677 -0.62736
15 N 1.08407 -0.82546 0.87871
16 H 1.04793 -2.10382 -0.69799
17 H -2.58456 0.53240 1.46711
18 H 2.80680 0.51241 0.55991

***

3.
DFT (wB97M-V/def2-TZVPD) results for a gas-phase ion, C5H9N4O (charge +1) at a distorted geometry.

Output
highest occupied orbital energy (spin up / spin down): -11.876 / -11.876 eV
E_LUMO (spin up / spin down): -0.1621 / -0.1621 hartree
Kohn-Sham gap (spin up / spin down): 7.46 / 7.46 eV
total charge: +1
SMILES: Nc1nc[nH]c1[C@@H](O)C=[NH2+]

Cartesian coordinates (Å):
1 H 2.14522 -1.33177 0.93071
2 H -2.05088 -0.96060 2.33974
3 N 0.10882 2.24200 -1.19292
4 H -0.72112 -0.60439 -2.54923
5 C 0.44327 -1.27369 0.11986
6 H 0.50927 -2.06912 -0.55889
7 N 0.75846 1.76890 1.06064
8 H -0.33620 -0.97856 2.15385
9 N -1.18707 -1.15981 1.79887
10 H -1.80432 -1.84796 -0.10661
11 O 1.28955 -1.20036 1.21199
12 C 0.35870 1.33680 -0.15181
13 N -0.33352 0.18085 -1.88368
14 C 0.16859 0.02896 -0.58802
15 H 0.93839 2.77354 0.91135
16 C -0.30769 1.51950 -2.19274
17 H 1.52486 1.19337 1.40405
18 C -1.03001 -1.45014 0.53985
19 H -0.47431 1.83248 -3.24700

***

Energy relative to the best compared isomer or geometry (same formula, charge and spin), respectively: 473.6 440.6 187.6 kJ/mol.
E, respectively: -11280.5728 -11280.9152 -13330.8477 eV.